1.
Density functional theory data (ωB97M-V/def2-TZVPD) for C24H43ClIrNO3PSi3 as an isolated structure.

XYZ file:
```
77
Properties=species:S:1:pos:R:3:lowdin_charge:R:1
H -0.521 0.178 -4.040 0.0726
C 4.561 -1.343 -1.488 -0.0972
P -1.086 1.721 -1.443 0.5466
C -1.379 2.746 2.489 -0.1664
H 1.554 -1.612 4.695 0.0198
C -1.861 -3.311 0.525 -0.0319
C 0.607 3.588 -0.918 -0.0853
H -2.128 -3.904 1.391 0.1168
H 0.037 4.182 -0.208 0.0959
C -3.539 1.760 -0.371 -0.0586
H -0.787 1.888 -4.461 0.1031
C 1.199 0.384 -1.941 -0.2662
H 1.289 -3.184 1.954 0.0188
H -3.407 -0.322 1.843 0.0122
H 0.293 0.487 5.324 0.0222
C 3.205 -1.131 -1.679 -0.5856
C 3.518 1.217 -1.460 -0.0685
H -1.414 0.642 4.904 0.0209
H 2.387 -0.053 4.690 0.0272
H -1.287 3.059 1.448 -0.0033
H 1.320 4.212 -1.450 0.1063
H 1.870 3.005 2.124 0.0211
C -1.207 -1.734 -1.571 -0.1284
C 3.306 0.300 1.684 -0.1701
O -0.263 3.007 -1.895 -0.2653
C -0.441 1.134 4.844 -0.1592
O -2.298 2.401 -0.690 -0.2740
H 1.168 2.809 -0.373 0.0542
C -1.757 -2.971 -1.824 -0.0220
H -3.998 1.367 -1.277 0.0931
H 0.856 -0.456 -2.546 0.0033
Si 1.896 -0.766 2.330 0.3928
C -0.858 -2.493 3.771 -0.1624
H -4.172 2.527 0.065 0.1035
H 3.244 -1.510 4.216 0.0468
N -0.952 -1.293 -0.329 -0.0962
H -1.924 -3.270 -2.849 0.1219
H -2.494 -4.779 -0.917 0.1229
C -2.876 -0.545 2.767 -0.1469
H -3.368 0.969 0.354 0.0541
H -2.905 0.339 3.401 0.0150
H 5.525 1.880 -1.139 0.1144
H 1.302 3.587 3.683 0.0425
H -3.448 -1.327 3.271 0.0448
H -2.374 2.313 2.610 0.0239
H 1.815 -2.434 0.450 -0.0309
H 4.020 -0.305 1.124 0.0304
C 1.545 2.684 3.118 -0.1707
C -2.073 -3.796 -0.755 -0.0168
H 4.951 -2.350 -1.532 0.1113
H -0.515 2.048 5.439 0.0461
C -1.316 -2.055 0.738 -0.2541
C 1.988 -2.464 1.526 -0.1736
H -0.968 -1.066 -2.385 0.0720
H -0.730 -2.001 4.738 0.0389
O -1.800 1.252 -2.769 -0.2565
H 3.121 2.228 -1.484 0.1073
Cl 2.224 -2.518 -2.080 0.7409
Ir 0.084 0.420 -0.085 1.0682
H 1.147 1.265 -2.587 0.0598
H 2.400 2.215 3.604 0.0240
H -1.342 3.648 3.106 0.0444
H 3.844 0.757 2.517 0.0419
C 2.639 0.146 -1.650 -0.3168
H -2.092 0.700 -4.692 0.1022
Si -1.136 -1.202 2.439 0.4572
H 2.994 -2.863 1.681 0.0487
H -1.743 -3.128 3.857 0.0392
Si 0.003 1.606 3.074 0.3888
H 0.004 -3.138 3.610 0.0244
C 2.278 -1.000 4.159 -0.1654
C 5.398 -0.259 -1.278 -0.0688
H 6.458 -0.420 -1.135 0.1145
C -1.251 0.985 -4.068 -0.0566
H 2.993 1.112 1.028 0.0036
C 4.874 1.027 -1.277 -0.0715
C 0.183 0.036 2.015 -0.6116
```

Computed properties:
lowest unoccupied orbital energy: -4.006 eV
orbital gap: 7.1 eV
net charge: +1

---

2.
Density functional theory data (ωB97M-V/def2-TZVPD) for C24H43F5OP2ReTe as an isolated structure at a distorted geometry.

XYZ file:
```
77
Properties=species:S:1:pos:R:3:lowdin_charge:R:1
H 1.194 0.402 -4.083 0.0479
H -2.316 2.802 1.145 0.1175
H -4.299 -3.149 -2.396 0.0761
H -1.970 -3.335 -3.590 0.1069
C -3.461 -2.669 2.018 0.0175
H -4.786 -0.695 -0.477 0.0577
H -3.382 -3.379 1.190 0.0774
C 1.981 -2.688 -2.268 -0.2394
H -0.745 -3.000 2.815 0.0972
C -0.188 1.164 2.500 0.0256
Re -1.340 -1.016 0.020 1.2383
F 3.849 -1.703 4.610 -0.3351
H 2.685 0.112 -3.157 0.0495
H -2.340 0.152 -3.146 0.0506
H 2.495 4.289 -2.777 0.1125
F 2.036 -0.027 5.560 -0.3464
H 4.110 4.683 -1.245 0.1207
H 1.995 4.492 0.498 0.1322
H 0.588 0.869 -1.135 -0.0110
O 2.500 -0.141 2.895 -0.3901
H -3.815 0.057 -2.154 0.0401
C 2.506 3.555 -1.980 -0.0841
P -2.400 -1.852 -1.725 0.6811
C -1.133 0.253 1.801 -0.2726
C 3.020 2.851 1.433 -0.0804
H -0.740 2.001 2.973 0.1283
H -3.320 -4.006 -1.145 0.0724
H -0.824 -1.793 4.123 0.1285
C -2.167 0.689 0.922 -0.3439
F 4.645 0.461 5.950 -0.3213
H -3.037 -3.120 2.916 0.1004
H 2.360 -2.862 -3.290 0.0610
C -3.740 -3.038 -1.457 -0.2194
H -5.293 -0.578 1.209 0.1110
H -4.850 0.895 0.312 0.1008
H 0.384 0.636 3.278 0.0756
H 2.308 -0.064 -0.061 0.0932
C -2.299 2.056 0.343 0.0261
H -3.665 -0.976 -3.611 0.0805
H 0.541 1.581 1.792 0.0603
H 0.489 -1.685 2.924 0.0799
H 3.438 1.047 -0.861 0.1282
H -4.415 -2.681 -0.673 0.0336
C 3.015 4.050 0.524 -0.1218
H 3.673 4.835 0.940 0.1238
H -0.818 -1.046 -4.063 0.0758
C 1.301 1.675 -0.857 -0.2396
H 0.263 -2.441 -4.296 0.1015
H 0.778 2.223 -0.063 0.0920
C 1.792 -0.363 -3.579 -0.2223
H 0.879 2.504 -2.847 0.1008
P 0.770 -1.239 -2.233 0.9141
F 3.199 2.011 4.441 -0.3495
C -1.322 -2.829 -2.874 -0.3901
C 1.573 2.573 -2.002 -0.1211
C 2.561 0.999 -0.208 -0.1622
C -3.118 -0.525 -2.770 -0.1956
H 2.128 -1.069 -4.356 0.0652
H 4.312 2.980 -0.899 0.1217
H 2.842 -2.456 -1.625 0.0527
H -1.464 2.298 -0.319 0.0830
H -3.224 2.139 -0.222 0.0851
C 2.774 1.626 1.079 -0.1032
C -3.174 -0.335 0.908 -0.3250
C -1.414 -1.102 2.176 -0.3218
H 3.254 3.023 2.490 0.1131
C -0.360 -1.912 -3.568 -0.4303
H 1.494 -3.603 -1.913 0.0410
H 2.681 0.609 2.138 -0.0071
F 5.075 0.424 3.368 -0.3393
Te 3.546 0.148 4.443 1.9394
C -4.593 -0.164 0.463 0.0042
C -2.696 -1.439 1.679 -0.3095
H -0.781 -3.560 -2.257 0.0824
H -4.522 -2.454 2.196 0.1058
C -0.570 -1.947 3.061 0.0141
C 3.551 3.774 -0.953 -0.1622
```

Computed properties:
lowest unoccupied orbital energy (alpha / beta): -7.763 / -8.532 eV
orbital gap (alpha / beta): 6.3 / 5.7 eV
spin multiplicity: 4
net charge: +2

---

3.
Density functional theory data (ωB97M-V/def2-TZVPD) for C24H43FeN2P3Se as an isolated structure at a distorted geometry.

XYZ file:
```
74
Properties=species:S:1:pos:R:3:lowdin_charge:R:1
C -1.930 3.403 3.836 0.0316
C 1.303 3.591 -0.781 -0.2316
H 0.957 3.016 3.701 0.1859
C -3.294 3.366 3.501 -0.0258
H -4.347 0.608 -2.298 0.0804
H 5.376 -3.462 3.226 0.0694
C -3.743 2.620 2.391 -0.0318
Se -1.562 -1.492 0.659 1.1331
H 1.894 -5.135 3.638 0.1132
C -1.063 2.703 3.006 -0.1739
H -0.622 -3.216 -3.165 0.0745
H -1.935 -0.055 -4.307 0.0435
C 1.576 -2.241 -1.585 -0.2224
H -3.486 -0.932 -1.970 0.0443
H 1.208 -2.676 -0.647 0.0322
C 4.635 -3.266 4.000 -0.0651
H 0.069 3.201 -3.532 0.0451
H -0.338 -5.879 2.768 0.1387
P -1.968 0.992 -2.064 0.7448
H 1.900 3.459 0.131 0.0403
H -3.017 1.361 -4.207 0.0795
C -0.376 -2.634 1.696 -0.4763
C -1.481 1.993 1.879 -0.2375
H -4.821 2.618 2.173 0.1288
C 1.021 2.666 -3.408 -0.2235
H -3.171 1.294 0.733 0.0560
H 1.775 4.345 -1.427 0.0704
C 0.727 1.935 1.906 -0.1518
H -1.818 -4.224 1.583 0.1237
H 2.645 -2.830 3.221 0.0712
H -0.395 -0.479 0.708 -0.1115
C -0.014 -4.856 2.608 0.0199
H 2.485 -1.655 -1.390 0.0515
H 1.089 1.872 -4.163 0.0398
H -4.027 3.915 4.099 0.1295
C 0.864 -2.222 2.205 -0.0710
H 3.058 0.483 -2.178 0.0283
Fe -0.144 0.430 -0.811 0.0694
N -0.336 1.566 1.185 -0.0107
C 1.663 -3.144 2.874 -0.0103
C 2.930 1.426 -1.630 -0.2251
P 1.187 2.004 -1.697 0.7331
H 4.541 -2.234 4.371 0.0726
H -1.509 3.401 -1.991 0.0349
H 3.096 -4.018 5.262 0.0768
C -3.549 0.132 -1.709 -0.2383
C -0.829 -3.942 1.937 -0.0613
H -2.563 2.874 -0.650 0.0322
H 1.211 -1.198 2.085 0.1042
C -1.055 -2.389 -2.589 -0.2466
H 0.299 3.948 -0.514 0.0494
H 4.035 -5.308 4.324 0.0786
C 1.242 -4.456 3.092 0.0434
C -2.843 1.902 1.580 -0.0496
H -1.529 3.935 4.703 0.1346
C -2.351 2.753 -1.719 -0.2087
H -3.236 3.029 -2.306 0.0783
C -2.036 0.962 -3.909 -0.2057
P 0.293 -1.174 -2.314 0.6887
C 3.881 -4.243 4.533 -0.1058
H 0.249 -0.454 -4.674 0.0448
N 0.335 2.632 2.996 0.1588
H 1.836 3.388 -3.562 0.0733
H 3.574 2.205 -2.062 0.0764
H -1.404 -2.761 -1.618 -0.0066
H 1.770 -3.040 -2.314 0.0742
H -1.906 -1.967 -3.130 0.0369
H 1.197 -1.946 -4.389 0.0738
C 0.961 -0.947 -4.005 -0.2100
H 3.201 1.264 -0.579 0.0492
H 1.780 1.773 1.664 0.1393
H 1.888 -0.365 -3.985 0.0472
H -3.803 0.192 -0.646 0.0171
H -1.250 1.585 -4.351 0.0384
```

Computed properties:
lowest unoccupied orbital energy (alpha / beta): -8.869 / -12.456 eV
orbital gap (alpha / beta): 7.7 / 4.1 eV
spin multiplicity: 6
net charge: +3

---

Respective energy relative to the best compared isomer or geometry (same formula, charge and spin) values: 39.8, 0.0, 16.6 kJ/mol.
Respective energy values: -2995.06275, -2543.08547, -5737.97752 Eh.